Entry 1:
This record from the OMol25 dataset describes C19H10CrF4INO5S as an isolated structure. The level of theory is ωB97M-V/def2-TZVPD.

The geometry in XYZ format:
```
42
Properties=species:S:1:pos:R:3:lowdin_spin:R:1
C -3.40272 1.08708 -0.75464 0.00
O 0.87702 0.78159 3.14024 0.18
C -1.54197 3.52313 -2.85028 0.01
C -3.95123 3.19304 -2.46887 0.00
C -0.25224 3.14333 -2.60883 0.00
C 1.44920 0.33016 2.14289 0.09
C -1.29228 -4.62756 1.29483 0.00
I -2.99054 -0.34349 0.70126 -0.01
F -0.68515 -5.61596 0.61096 0.00
F -1.69170 -5.15291 2.47231 0.00
N 0.89783 0.18541 0.87125 0.00
F -2.39756 -4.28898 0.61684 0.00
C 5.12287 -0.61111 2.57751 0.10
C -4.97639 2.53561 -1.85467 0.00
H 0.56822 3.70312 -3.04710 0.00
O 0.09951 -2.73522 0.19744 0.01
O 1.38509 -0.60858 -1.16135 0.10
C 2.85667 -0.08587 2.02272 0.13
H 4.51767 -1.36137 -0.70598 0.00
C 4.34476 -1.00957 0.30485 0.04
H -6.00527 2.83238 -2.02251 0.00
H -1.77185 4.37537 -3.48181 0.00
S -0.17842 -3.17536 1.56845 0.00
H 1.06484 1.70540 -1.70578 0.00
H 6.32000 -1.44676 0.97887 0.00
F -1.39810 -1.43957 -1.83531 0.07
H -4.14955 4.03025 -3.13046 0.00
C -2.30080 1.69366 -1.42008 -0.01
H 5.93008 -0.67088 3.29953 0.01
C 5.34466 -1.05384 1.24816 0.04
Cr -0.44595 -0.62400 -0.49023 2.95
O -1.04671 -2.27157 2.28824 0.00
C 3.88055 -0.13437 2.95866 0.00
C 3.08621 -0.51004 0.68062 0.12
H 3.68916 0.18454 3.97755 0.00
H -5.50726 0.99363 -0.43548 0.00
C -2.60400 2.80715 -2.25387 0.00
C 0.03203 2.00849 -1.82210 0.01
C 1.84596 -0.31394 0.02776 0.20
O 0.92945 -3.74970 2.27738 0.00
C -4.69655 1.47799 -0.96456 0.00
C -0.95556 1.23930 -1.24443 -0.06
```

charge	-2
multiplicity	5
LUMO level (spin up / spin down)	4.3 / 4.3	eV
max |F|	0.48	eV/Å

Entry 2:
This record from the OMol25 dataset describes C19H10F5I2N2O2SeY as an isolated structure. The level of theory is ωB97M-V/def2-TZVPD.

The geometry in XYZ format:
```
42
Properties=species:S:1:pos:R:3:lowdin_charge:R:1
C -1.61018 3.75797 -0.76777 0.03
C -2.05066 -0.38487 1.53242 -0.06
C -2.17825 4.51172 0.25492 -0.09
C -2.26329 -2.65696 2.49435 0.04
C 3.53078 -1.24112 -0.94513 -0.19
I -2.39235 -1.03569 -2.05033 0.32
H -1.03958 1.80976 -1.42669 0.07
F 7.09000 -1.41663 -1.09917 0.18
C -1.59885 -1.78094 1.66377 -0.26
H -0.32641 -5.36676 1.89351 0.13
C 3.10491 -1.60302 -2.20327 -0.50
F 6.39543 -2.15578 -3.60805 0.18
C -2.29868 2.54549 1.65116 0.01
H -2.51212 2.09861 2.61376 0.12
F 5.13574 -0.79574 0.71295 0.16
N -1.44907 0.41049 0.73709 -0.08
C -2.51762 3.90185 1.45790 0.02
I -2.12303 -2.29717 -4.37721 0.30
C 5.82278 -1.47731 -1.44641 -0.12
H -3.83639 6.10836 1.17568 0.11
C 5.46067 -1.85417 -2.73318 -0.12
H -3.12157 -2.32193 3.06162 0.14
H -1.33569 4.25474 -1.68862 0.14
H -2.94011 -0.10073 2.09395 0.15
C 4.83688 -1.16162 -0.52269 -0.14
C 4.12113 -1.91324 -3.09957 -0.25
N -0.51553 -2.15889 0.93603 -0.04
Y 0.36099 -0.54216 -0.55361 1.23
C -1.80961 -3.97235 2.59060 0.02
O -1.60675 6.53169 -0.80654 0.16
C -1.40841 2.40399 -0.58906 -0.05
C -1.75923 1.79501 0.61641 -0.28
Se 1.26530 -1.71608 -2.77131 0.60
C -0.71086 -4.35784 1.84933 0.01
H -2.31519 -4.67760 3.23652 0.14
F 2.54566 -0.90654 0.02151 -0.09
H -2.91222 4.48357 2.28167 0.13
O -3.22355 6.67740 0.69666 0.16
H 0.76488 -3.69425 0.42597 0.13
F 3.82118 -2.27724 -4.33565 0.12
C -2.30868 5.99696 -0.00332 -0.47
C -0.09245 -3.42099 1.02979 -0.07
```

charge	+2
LUMO level	-8.1	eV
energy above the lowest of the compared OMol25 structures with the same formula, charge and spin	0.1070	eV
max |F|	0.41	eV/Å